Computed, not measured: a gas-phase ion, C3H5N4 (charge +1), with the ωB97M-V functional and the def2-TZVPD basis.

Results
- HOMO-LUMO gap (alpha / beta): 8.4 / 7.9 eV
- Strongest force on any atom: 4.816 eV/Å
- Energy above the lowest of the compared OMol25 structures with the same formula, charge and spin: 174.6 kcal per mole
- Charge: +1

CARTESIAN COORDINATES (ANGSTROEM)
C (-1.3140, 1.5938, 0.6129)
C (-2.3948, 0.7194, 0.8832)
C (1.7773, -0.4871, -1.0690)
N (-1.9326, -0.3885, 0.4877)
N (-0.1238, 1.3204, 0.6899)
N (-0.0261, -0.0074, 0.5906)
N (0.7886, -0.7529, 0.0090)
H (-3.3418, 0.9205, 1.3731)
H (1.1882, 0.2429, -1.6801)
H (2.7090, -0.0028, -0.6655)
H (1.9352, -1.4951, -1.4870)
H (0.7349, -1.6630, 0.2551)

Atomic partial charges in e from the natural (NBO) method, atoms 1 to 8:
1 C 0.42
2 C -0.11
3 C -0.45
4 N -0.11
5 N -0.25
6 N 0.20
7 N -0.16
8 H 0.28

=====

Computed, not measured: 2 unconnected molecules or ions with the total composition C3H5N4, with the ωB97M-V functional and the def2-TZVPD basis.

Results
- HOMO-LUMO gap (alpha / beta): 9.0 / 7.2 eV
- Strongest force on any atom: 4.832 eV/Å
- Energy above the lowest of the compared OMol25 structures with the same formula, charge and spin: 168.3 kcal per mole
- Charge: +1

CARTESIAN COORDINATES (ANGSTROEM)
C (-2.0745, -0.9349, 0.9404)
C (-2.4880, -0.5577, -0.3781)
C (2.6800, 0.3760, 0.1799)
N (-1.4204, 0.0685, -0.8508)
N (-0.8100, -0.5072, 1.1123)
N (-0.4347, 0.0264, 0.0777)
N (1.5664, 0.9340, 0.2895)
H (-3.2837, -0.8757, -0.9200)
H (3.4692, 0.3646, 1.0062)
H (3.0476, -0.2924, -0.6786)
H (-1.3944, 0.3267, -1.9320)
H (1.1426, 1.0717, 1.1536)

Atomic partial charges in e from the natural (NBO) method, atoms 1 to 8:
1 C 0.29
2 C -0.10
3 C 0.05
4 N -0.33
5 N -0.26
6 N 0.04
7 N -0.32
8 H 0.25

=====

Computed, not measured: 2 unconnected molecules or ions with the total composition C3H5N4OS, with the ωB97M-V functional and the def2-TZVPD basis.

Results
- HOMO-LUMO gap: 7.4 eV
- Strongest force on any atom: 3.627 eV/Å
- Energy above the lowest of the compared OMol25 structures with the same formula, charge and spin: 22.8 kcal per mole
- Charge: -1

CARTESIAN COORDINATES (ANGSTROEM)
C (1.0855, 0.4283, 1.3300)
C (0.0370, -1.5479, -0.9900)
C (-0.9520, -0.4836, -1.2150)
N (-0.6720, 1.5664, 1.0576)
N (1.4199, 1.8232, 1.1443)
N (0.2996, 2.4246, 0.9293)
N (-0.2169, 0.3344, 1.3634)
O (-2.1300, -0.5776, -1.5501)
S (2.1458, -0.7927, 1.5716)
H (-0.4325, -2.4509, -1.1002)
H (0.7256, -1.4684, -2.0088)
H (0.6932, -1.3881, -0.0271)
H (-0.3690, 0.5253, -1.1671)
H (-1.6342, 1.6071, 0.6622)

Atomic partial charges in e from the natural (NBO) method, atoms 1 to 8:
1 C 0.06
2 C -0.74
3 C 0.46
4 N -0.23
5 N -0.30
6 N -0.07
7 N -0.39
8 O -0.60

=====

Computed, not measured: 2 unconnected molecules or ions with the total composition C3H5N4PS, with the ωB97M-V functional and the def2-TZVPD basis.

Results
- HOMO-LUMO gap: 8.9 eV
- Strongest force on any atom: 3.347 eV/Å
- Energy above the lowest of the compared OMol25 structures with the same formula, charge and spin: 16.8 kcal per mole
- SMILES string: CSc1nn[nH]n1.C#P
- Charge: 0

CARTESIAN COORDINATES (ANGSTROEM)
C (-2.6102, 0.6910, 0.5387)
S (-1.5626, 0.2144, -0.9146)
C (-0.1688, -0.5507, -0.2737)
N (0.1603, -0.8741, 0.9814)
N (1.2831, -1.5637, 0.9487)
N (1.5574, -1.6417, -0.3289)
N (0.6910, -1.0799, -1.1082)
H (-3.6202, 0.2363, 0.3337)
H (-2.6342, 1.8038, 0.4934)
H (-2.1026, 0.1676, 1.3924)
H (2.3704, -2.1368, -0.7458)
C (2.0195, 1.8077, -0.4267)
P (2.9485, 0.9784, 0.5392)
H (1.6683, 1.9476, -1.4297)

Atomic partial charges in e from the natural (NBO) method, atoms 1 to 8:
1 C -0.73
2 S 0.26
3 C 0.10
4 N -0.30
5 N -0.04
6 N -0.15
7 N -0.28
8 H 0.23

=====

Computed, not measured: a single C3H5N5 molecule, with the ωB97M-V functional and the def2-TZVPD basis.

Results
- HOMO-LUMO gap: 7.3 eV
- Strongest force on any atom: 8.162 eV/Å
- Energy above the lowest of the compared OMol25 structures with the same formula, charge and spin: 140.3 kcal per mole
- SMILES string: [H]/N=c1\cncnn1N
- Charge: 0

CARTESIAN COORDINATES (ANGSTROEM)
H (1.2338, 2.3287, 0.2643)
N (1.4942, 1.3583, -0.2535)
C (0.3146, 0.7731, -0.1076)
C (-0.9947, 1.1366, -0.0914)
N (-2.1048, 0.4393, 0.1869)
C (-1.9030, -0.9138, -0.1211)
N (-0.5814, -1.3758, -0.2896)
N (0.4648, -0.6033, -0.4104)
N (1.6684, -1.4134, 0.2456)
H (-1.0874, 2.1406, 0.0705)
H (-2.7136, -1.7178, -0.1582)
H (1.8282, -0.9414, 1.2662)
H (2.3810, -1.2113, -0.6017)

Atomic partial charges in e from the natural (NBO) method, atoms 1 to 8:
1 H 0.32
2 N -0.67
3 C 0.27
4 C -0.02
5 N -0.33
6 C 0.09
7 N -0.18
8 N -0.05

=====

Computed, not measured: a molecular structure, C3H5N5, with the ωB97M-V functional and the def2-TZVPD basis.

Results
- HOMO-LUMO gap: 8.9 eV
- Strongest force on any atom: 6.161 eV/Å
- Energy above the lowest of the compared OMol25 structures with the same formula, charge and spin: 136.3 kcal per mole
- Charge: 0

CARTESIAN COORDINATES (ANGSTROEM)
C (0.3789, 0.3391, -1.2795)
C (0.2621, -0.1777, 0.2097)
C (-0.6220, -0.2607, 2.1404)
H (-1.3179, -0.6647, -2.9710)
H (-1.4967, 1.0353, -2.1574)
H (0.7929, 1.4089, -1.0121)
H (1.1341, -0.3762, -1.9426)
H (-1.2866, 0.0000, 3.0691)
N (-0.8167, 0.3430, -2.2691)
N (-0.8438, -0.4819, 0.8673)
N (0.5963, -0.3230, 2.6528)
N (1.6454, -0.5755, 1.9868)
N (1.5741, -0.2667, 0.7057)

Atomic partial charges in e from the natural (NBO) method, atoms 1 to 8:
1 C -0.26
2 C 0.38
3 C 0.23
4 H 0.40
5 H 0.36
6 H 0.24
7 H 0.25
8 H 0.23

=====

Computed, not measured: a single C3H5N5O molecule, with the ωB97M-V functional and the def2-TZVPD basis.

Results
- HOMO-LUMO gap: 9.2 eV
- Strongest force on any atom: 2.204 eV/Å
- Energy above the lowest of the compared OMol25 structures with the same formula, charge and spin: 21.6 kcal per mole
- SMILES string: N/N=c1\[nH]ncc(=O)[nH]1
- Charge: 0

CARTESIAN COORDINATES (ANGSTROEM)
N (3.0666, -0.2322, -0.0078)
N (1.8540, -0.9864, -0.0030)
C (0.7642, -0.3255, 0.0403)
N (0.6467, 1.0730, -0.0219)
N (-0.5084, 1.7494, 0.0035)
C (-1.6041, 1.0885, 0.0071)
C (-1.7016, -0.3800, 0.0286)
O (-2.7400, -1.0487, -0.0262)
N (-0.4581, -1.0107, -0.0123)
H (3.1830, 0.3254, -0.8478)
H (3.2292, 0.2824, 0.8618)
H (1.4866, 1.6503, -0.0520)
H (-2.4990, 1.7099, 0.0436)
H (-0.4364, -2.0284, 0.0382)

Atomic partial charges in e from the natural (NBO) method, atoms 1 to 8:
1 N -0.70
2 N -0.37
3 C 0.54
4 N -0.44
5 N -0.14
6 C -0.09
7 C 0.60
8 O -0.57

=====

Computed, not measured: a single C3H5N7 molecule, with the ωB97M-V functional and the def2-TZVPD basis.

Results
- HOMO-LUMO gap: 8.4 eV
- Strongest force on any atom: 3.586 eV/Å
- Energy above the lowest of the compared OMol25 structures with the same formula, charge and spin: 37.1 kcal per mole
- Charge: 0

CARTESIAN COORDINATES (ANGSTROEM)
C (0.0480, -1.1518, -1.1990)
C (-0.2534, -0.4342, 1.5521)
C (0.9624, -0.7040, -3.0063)
N (-0.7480, -1.8787, -0.2717)
N (-0.8626, -1.2336, 0.8418)
N (0.2142, -1.6560, -2.4844)
N (0.7067, -0.0288, -0.8923)
N (1.3273, 0.2050, -2.0529)
N (-1.0779, 1.7966, 2.4938)
N (-0.4437, 0.5196, 2.5247)
H (1.4707, -0.7146, -3.9474)
H (1.7620, 1.0448, -2.3003)
H (-1.4284, 1.9206, 3.5569)
H (-2.0073, 1.6738, 2.0035)
H (0.3300, 0.6413, 3.1817)

Atomic partial charges in e from the natural (NBO) method, atoms 1 to 8:
1 C 0.39
2 C 0.38
3 C 0.17
4 N -0.30
5 N -0.12
6 N -0.45
7 N -0.34
8 N -0.35

=====

Computed, not measured: a molecular structure, C3H5NO, with the ωB97M-V functional and the def2-TZVPD basis.

Results
- HOMO-LUMO gap: 8.6 eV
- Strongest force on any atom: 0.633 eV/Å
- Energy above the lowest of the compared OMol25 structures with the same formula, charge and spin: 126.2 kcal per mole
- Charge: 0

CARTESIAN COORDINATES (ANGSTROEM)
C (-1.0611, -0.0326, -0.0672)
C (0.3922, -0.4933, 0.1967)
O (1.0156, -1.2165, -0.8137)
C (0.4952, 0.9466, 0.2420)
N (0.5155, 2.1588, 0.2454)
H (-1.2768, -0.0926, -1.1343)
H (-0.6505, 1.6071, 0.1153)
H (-1.7964, -0.5435, 0.5539)
H (0.4989, -0.9187, 1.1992)
H (1.9265, -1.3962, -0.5453)

Atomic partial charges in e from the natural (NBO) method, atoms 1 to 8:
1 C -0.77
2 C 0.01
3 O -0.68
4 C 0.28
5 N -0.47
6 H 0.23
7 H 0.50
8 H 0.22

=====

Computed, not measured: a molecular structure, C3H5NO, with the ωB97M-V functional and the def2-TZVPD basis.

Results
- HOMO-LUMO gap: 10.7 eV
- Strongest force on any atom: 0.519 eV/Å
- Energy above the lowest of the compared OMol25 structures with the same formula, charge and spin: 99.8 kcal per mole
- Charge: 0

CARTESIAN COORDINATES (ANGSTROEM)
C (0.6916, 0.7701, -0.5860)
C (0.1551, -1.5527, 0.7817)
C (-1.2681, 0.2908, 0.1734)
N (-1.4560, -0.7299, 0.7621)
O (0.3433, -2.5738, 1.2734)
H (0.6050, -0.4884, 0.1024)
H (-1.7770, 1.1759, -0.1637)
H (0.2822, 0.9027, -1.5865)
H (0.6792, 1.7169, -0.0480)
H (1.7447, 0.4884, -0.7087)

Atomic partial charges in e from the natural (NBO) method, atoms 1 to 8:
1 C -0.90
2 C 0.59
3 C 0.17
4 N -0.46
5 O -0.46
6 H 0.19
7 H 0.22
8 H 0.22